Record 1
Molecular formula: C17H35BF4GeIrN2O3
Method: DFT, the ωB97M-V functional and the def2-TZVPD basis

Each line ends with the Mulliken charge.
Cartesian coordinates (Å):
Ir (-0.1733, -0.1448, -0.6255)  3.11
Ge (1.0108, 0.6948, 2.1331)  -0.07
F (-1.8209, 0.7697, -1.0178)  -0.56
F (-3.3525, 2.5609, -2.4106)  -0.21
F (-4.3594, 0.5569, -1.9614)  -0.22
F (-2.7632, 0.6920, -3.5907)  -0.21
O (1.0094, 1.3475, 0.3381)  -0.50
O (-1.1058, 0.8375, 1.8506)  -0.03
O (0.7103, -0.9312, 1.1730)  -1.00
N (0.7515, -1.1584, -2.1603)  0.06
N (2.0691, -1.1518, -2.4976)  0.16
C (-2.1846, 1.1653, 2.6020)  1.14
C (-2.3891, 2.7191, 2.1673)  -1.21
C (-1.9154, 1.1153, 4.0998)  -1.55
C (2.3054, -1.9551, -3.5437)  0.77
C (3.6585, -2.1173, -4.1360)  -1.31
C (2.7455, 2.3193, -1.0135)  -1.55
C (0.1377, -2.0055, -3.0279)  0.55
C (0.8892, -3.2695, 0.6510)  -1.53
C (-1.3284, -2.2555, -2.9606)  -1.22
C (1.6449, -2.3770, 2.8698)  -1.79
C (1.8250, 3.5309, 0.9873)  -1.86
C (-3.4326, 0.4136, 2.1438)  -1.19
C (0.6027, -2.2825, 1.7659)  1.05
C (1.0845, -2.5161, -3.8995)  -1.13
C (1.5050, 2.6377, -0.1987)  1.42
C (-0.8091, -2.4437, 2.3041)  -1.02
C (0.4047, 3.2276, -1.0626)  -1.54
B (-3.4776, 1.2700, -2.6353)  0.65
H (2.7275, -0.5851, -1.9871)  0.19
H (0.9148, -3.2132, -4.7025)  0.52
H (-2.5432, 2.7752, 1.0945)  0.21
H (-1.5452, -2.3271, 1.5048)  0.20
H (3.5015, 1.8263, -0.4000)  0.38
H (1.4253, -1.6918, 3.6921)  0.45
H (-3.6331, 0.5796, 1.0856)  0.26
H (-0.4980, 3.4114, -0.4802)  0.24
H (3.6676, -2.9622, -4.8189)  0.37
H (-1.5318, 3.3025, 2.4921)  0.32
H (0.9393, 3.7004, 1.6046)  0.34
H (-1.8368, -1.7519, -3.7832)  0.34
H (2.4878, 1.6860, -1.8672)  0.26
H (-3.2930, -0.6536, 2.3211)  0.26
H (0.8560, -4.2854, 1.0416)  0.51
H (0.7339, 4.1747, -1.4886)  0.53
H (3.9353, -1.2236, -4.6978)  0.33
H (2.6239, 3.1122, 1.6032)  0.48
H (0.1365, -3.1960, -0.1391)  0.31
H (3.1775, 3.2374, -1.4106)  0.48
H (4.4115, -2.2824, -3.3654)  0.36
H (-4.2898, 0.7491, 2.7249)  0.47
H (-0.9352, -3.4355, 2.7370)  0.56
H (2.1648, 4.5026, 0.6302)  0.49
H (1.6464, -3.3845, 3.2843)  0.47
H (0.1572, 2.5620, -1.8932)  0.35
H (-2.7617, 1.5233, 4.6492)  0.48
H (-1.7791, 0.0784, 4.4150)  0.32
H (-1.7659, -1.8819, -2.0304)  0.15
H (1.8795, -3.0993, 0.2255)  0.35
H (-1.0128, -1.7077, 3.0865)  0.03
H (-3.2853, 3.0141, 2.7109)  0.55
H (-1.5374, -3.3215, -3.0317)  0.40
H (-1.0250, 1.6873, 4.3632)  0.41
H (2.6449, -2.1695, 2.4854)  0.38

- Relative energy (zero: lowest compared OMol25 entry of this formula, charge and spin): 4.1 kcal/mol
- Expectation value of S²: 8.766
- Total energy: -3609.08381 hartree
- Frontier orbital gap (spin up / spin down): 10.52 / 6.98 eV
- E_HOMO (spin up / spin down): -15.9 / -16.0 eV
- Total charge: +2
- Multiplicity: 6


Record 2
Molecular formula: C23H14FeN4O6
Method: DFT, the ωB97M-V functional and the def2-TZVPD basis

Each line ends with the natural charge from an NBO analysis.
Cartesian coordinates (Å):
Fe (-0.0025, -0.0940, -0.8241)  1.40
O (1.1612, 6.5979, -0.8395)  -0.70
O (-0.0044, -0.0300, 1.1660)  -0.56
O (-1.1374, 6.6046, -0.8411)  -0.70
O (0.0017, -5.3304, 4.3804)  -0.35
O (-0.0050, -1.8727, -0.7897)  -0.71
O (0.0013, -6.8770, 2.8768)  -0.34
N (0.0007, -5.7214, 3.2340)  0.53
N (-1.9900, 0.2667, -0.8991)  -0.48
N (1.9863, 0.2591, -0.8949)  -0.48
N (0.0013, 1.8182, -1.0153)  -0.52
C (3.6339, 1.9630, -0.7991)  -0.20
C (-0.0011, -4.6932, 2.1761)  -0.02
C (-0.0028, -2.3970, 1.5274)  -0.32
C (2.3157, 1.5665, -0.9039)  0.18
C (-0.0028, -1.0174, 1.9119)  0.47
C (-2.9412, -0.6640, -0.7709)  0.08
C (1.1650, 2.4764, -0.9803)  0.23
C (1.2042, 3.8522, -0.9671)  -0.21
C (2.9334, -0.6754, -0.7647)  0.08
C (0.0107, 6.1638, -0.8721)  0.76
C (-1.1598, 2.4809, -0.9836)  0.23
C (4.6164, 0.9985, -0.6465)  -0.10
C (-0.0015, -3.3749, 2.5298)  -0.08
C (-1.1940, 3.8569, -0.9710)  -0.21
C (-3.6313, 1.9768, -0.8094)  -0.20
C (-4.6179, 1.0160, -0.6587)  -0.10
C (-2.3141, 1.5754, -0.9100)  0.17
C (-4.2714, -0.3269, -0.6359)  -0.23
C (4.2646, -0.3431, -0.6259)  -0.23
C (-0.0042, -4.1359, -0.1586)  -0.30
C (-0.0041, -2.7792, 0.1692)  0.48
C (0.0063, 4.5562, -0.9671)  0.02
C (-0.0026, -5.0859, 0.8382)  -0.09
H (-5.6530, 1.3139, -0.5563)  0.25
H (-0.0012, -0.8195, 2.9900)  0.19
H (-0.0005, -3.0973, 3.5769)  0.27
H (2.1304, 4.4150, -0.9416)  0.27
H (3.8875, 3.0132, -0.8249)  0.26
H (-2.6145, -1.6955, -0.7854)  0.22
H (5.0063, -1.1198, -0.5090)  0.25
H (5.6521, 1.2930, -0.5406)  0.25
H (-3.8810, 3.0278, -0.8375)  0.26
H (-5.0164, -1.1008, -0.5203)  0.25
H (-0.0022, -6.1411, 0.6002)  0.27
H (-0.0056, -4.4167, -1.2031)  0.25
H (-2.1186, 4.4224, -0.9488)  0.27
H (2.6021, -1.7054, -0.7806)  0.22

- Expectation value of S²: 1.072
- Total energy: -2818.74121 hartree
- Frontier orbital gap (spin up / spin down): 4.80 / 4.92 eV
- E_HOMO (spin up / spin down): -10.5 / -10.5 eV
- Total charge: +1
- Multiplicity: 2


Record 3
Molecular formula: C11H14B3BrF16O9P2
Method: DFT, the ωB97M-V functional and the def2-TZVPD basis

Each line ends with the natural charge from an NBO analysis.
Cartesian coordinates (Å):
Br (-0.0711, 0.0850, -4.1448)  -0.08
P (3.0503, 3.8203, -1.7317)  2.37
P (-0.9538, 5.2167, -3.6803)  1.24
F (2.4333, -0.6468, 3.4571)  -0.32
F (-0.3828, -1.2997, 0.1669)  -0.34
F (-0.5778, 2.6038, 1.8785)  -0.32
F (-1.0123, -3.8607, 0.6018)  -0.31
F (-0.7353, -5.8153, -3.8429)  -0.32
F (-2.5087, -2.4127, 1.2909)  -0.33
F (-0.7492, -2.3236, -1.7241)  -0.31
F (1.2847, 1.7088, 2.5851)  -0.33
F (3.5016, 0.3203, 5.7458)  -0.32
F (-3.2928, -5.9891, -2.9767)  -0.32
F (-1.9200, 0.3386, 2.3066)  -0.33
F (-1.0016, 1.1666, 4.1188)  -0.31
F (-2.5286, -3.9593, -3.0325)  -0.32
F (1.6543, 1.3879, 5.2631)  -0.32
F (-0.1236, -4.9538, -1.9268)  -0.32
F (2.3383, -2.0376, 5.1202)  -0.32
O (3.6901, 4.7898, -0.6355)  -0.97
O (2.2185, 4.4604, -2.7722)  -1.12
O (0.4792, -1.0515, 4.4985)  -0.51
O (0.0464, 1.2348, -1.5173)  -0.91
O (4.3774, 3.1464, -2.3156)  -0.98
O (-0.1100, 3.5988, -1.3753)  -0.89
O (-2.7977, -5.0242, -1.0691)  -0.51
O (-2.3863, 5.5748, -3.8924)  -1.08
O (-1.3111, 2.4300, -3.0641)  -0.89
C (0.0780, 1.4319, 2.0448)  0.52
C (-0.7375, 0.5195, 2.9669)  0.60
C (1.8251, -0.8854, 4.6298)  0.85
C (2.1590, 0.2045, 5.6587)  0.50
C (-2.4370, -5.1289, -2.3823)  0.85
C (-1.3406, -1.8697, -0.6095)  0.52
C (2.1870, 2.5004, -0.8492)  -1.25
C (-1.0358, -5.7393, -2.5300)  0.50
C (-1.9750, -3.0157, 0.1850)  0.60
C (-0.1912, -0.8859, 3.2611)  -0.14
C (-3.1283, -3.7875, -0.4707)  -0.13
B (-0.7781, 3.6213, -2.5832)  0.86
B (-0.5148, 1.3388, -2.7810)  0.96
B (0.6629, 2.4620, -1.2126)  1.22
H (-1.0127, -6.7360, -2.0868)  0.15
H (2.6484, 1.5636, -1.1724)  0.30
H (-0.1505, 6.2198, -3.1154)  -0.06
H (1.7478, -0.0626, 6.6333)  0.15
H (0.2175, 0.9606, 1.0694)  0.15
H (-3.6958, -3.1460, -1.1453)  0.21
H (3.0024, 5.3130, -0.2118)  0.51
H (-0.2512, 4.8764, -4.8571)  -0.07
H (-2.0856, -1.1112, -0.8639)  0.15
H (-3.7845, -4.0516, 0.3575)  0.23
H (0.3923, -1.2694, 2.4274)  0.22
H (-1.0800, -1.5089, 3.3478)  0.23
H (2.3585, 2.5528, 0.2308)  0.30
H (4.3083, 3.1248, -3.2730)  0.52

- Total energy: -6034.30174 hartree
- Frontier orbital gap: 9.86 eV
- E_HOMO: -9.8 eV
- Multiplicity: 1